(1)
84
Properties=species:S:1:pos:R:3:forces:R:3:mulliken_charge:R:1 method="wB97M-V/def2-TZVPD" charge=+1 relative_energy_kj_mol=16.8 e_homo_ev=-10.42 e_lumo_ev=-2.64 molar_mass_g_mol=736.0 homo_lumo_gap_ev=7.78
Hf 0.14878 0.18216 0.12654 -1.203 0.628 -0.030 1.609
O -1.26634 -2.36751 -2.63260 0.124 0.026 -0.065 -0.695
O -1.78501 0.19436 1.00411 -0.635 -0.407 -0.092 -0.674
N 1.95146 -0.61471 -0.95688 0.329 -0.054 0.192 -0.365
N 2.35016 0.30197 2.26371 -0.288 -0.127 -0.253 0.690
N -1.57759 -0.96204 -0.84845 -0.050 -0.357 -0.247 0.726
N 1.88996 -2.05396 1.54584 -0.184 0.331 -0.162 0.533
N 0.57048 -1.88002 1.19780 0.491 -0.082 -0.013 0.106
N 1.05383 0.74073 2.08944 0.408 -0.118 0.151 0.182
N 3.03773 -0.53524 -0.09451 -0.376 -0.104 0.008 0.581
N -3.38259 -2.05313 -1.85704 -0.270 -0.151 -0.156 0.208
C 1.59427 -0.96620 -3.40037 0.065 0.031 0.026 -0.928
C -3.36904 2.36710 -1.32609 -0.141 -0.002 0.021 -1.865
C -1.49693 -3.29667 1.27210 -0.021 -0.092 0.030 -1.038
C -3.79074 -0.75056 0.09568 -0.014 -0.096 -0.091 -0.962
C 2.44460 -0.80008 -2.18737 -0.202 -0.003 -0.054 0.417
C -0.90093 1.86836 -1.86572 0.310 -0.363 -0.039 -0.118
C 5.51706 -0.63570 -0.15511 0.012 0.014 -0.159 -1.406
C 1.78961 1.41652 4.08192 0.142 0.097 0.160 -1.660
C -2.05479 3.77001 1.10079 -0.131 0.100 0.046 -1.682
C -3.91811 -2.94498 -2.90241 0.053 0.233 0.218 -1.127
C 1.14437 3.53886 0.77638 0.090 0.051 0.145 -1.713
C -1.28392 3.00735 0.07447 -0.257 -0.179 0.033 0.395
C -0.63488 1.99064 3.42360 -0.003 0.005 0.074 -0.972
C 3.83245 -0.82864 -2.13219 0.245 0.036 -0.141 -1.427
C -1.89528 2.39670 -1.06457 -0.023 -0.036 0.307 1.013
C 1.66010 2.35008 -1.96697 0.105 -0.205 -0.075 -1.602
C 0.37737 2.06048 -1.21004 0.572 0.732 -0.635 2.505
C 4.16823 0.36418 3.95357 -0.054 0.104 0.100 -1.366
C 2.09545 -3.29662 2.00093 0.171 -0.005 0.049 0.895
C -2.40620 -0.49451 0.09318 0.508 0.279 0.652 0.558
C 4.17192 -0.65743 -0.80604 0.130 -0.009 0.243 0.810
C 0.08723 2.82094 -0.00844 0.451 -0.039 0.106 -0.126
C -1.99812 -1.82410 -1.83782 -0.101 0.212 0.342 -0.511
C -4.21442 -1.54069 -0.91632 -0.118 -0.140 -0.231 -0.225
C -1.11316 1.29317 -3.22943 0.021 -0.025 -0.222 -1.989
C 0.88311 -3.95927 1.96281 0.117 -0.160 0.090 -1.575
C -0.03534 -3.04436 1.45938 -0.322 0.090 -0.065 0.700
C 0.71622 1.40879 3.20060 -0.202 -0.053 -0.136 0.438
C 3.43866 -3.77830 2.44810 -0.083 -0.096 0.016 -1.302
C 2.79905 0.70559 3.46082 0.221 -0.105 0.027 0.789
B 2.88759 -0.88570 1.42258 0.160 0.017 0.007 -0.512
H -4.44613 -0.35112 0.85233 0.021 -0.008 -0.025 0.527
H 1.82773 1.88430 5.05356 -0.004 -0.037 -0.081 0.531
H -3.95344 -3.97285 -2.54816 0.021 -0.033 0.014 0.339
H 1.71742 1.78069 -2.89462 -0.022 0.047 0.032 0.517
H 1.74057 3.40836 -2.23201 -0.077 -0.007 0.041 0.361
H -0.35056 1.65672 -3.92283 -0.030 0.027 0.012 0.492
H -1.76106 -4.21020 1.80259 -0.008 0.003 -0.017 0.453
H -3.94677 2.28596 -0.40177 0.087 -0.015 0.007 0.362
H 6.28931 -0.51321 -0.91237 -0.023 -0.024 0.006 0.456
H 3.95452 -1.20190 1.85539 -0.155 0.032 -0.090 -0.175
H -3.65991 1.53411 -1.96781 0.068 -0.012 0.006 0.455
H 4.93082 0.58173 3.20691 -0.036 0.011 -0.016 0.255
H -2.64525 4.55452 0.62017 0.030 -0.020 -0.019 0.436
H -2.10840 -2.49393 1.68228 0.061 0.030 -0.002 0.193
H 2.07145 2.96514 0.83629 -0.018 -0.011 0.001 0.154
H 1.39676 4.49388 0.30472 -0.061 -0.031 -0.014 0.438
H 4.50662 -0.96171 -2.96344 -0.039 0.016 0.055 0.575
H 3.82231 -3.19329 3.28433 -0.047 0.021 -0.013 0.214
H -1.76076 -3.44366 0.22259 0.079 0.018 0.041 0.118
H -4.91631 -2.60421 -3.16449 -0.019 -0.041 -0.002 0.407
H -1.15392 1.42691 4.20101 0.035 0.004 0.015 0.366
H -1.25087 1.96425 2.53297 0.100 -0.079 -0.006 -0.149
H 4.24477 -0.69360 4.20733 -0.026 0.009 0.001 0.208
H 5.70710 -1.56532 0.38335 0.005 0.014 -0.027 0.229
H -2.76668 3.13301 1.63777 0.030 0.020 -0.066 0.303
H 4.17164 -3.72494 1.64217 -0.044 0.010 -0.011 0.258
H -0.54537 3.02172 3.76661 -0.031 -0.017 0.017 0.360
H -1.07819 0.20240 -3.27291 -0.035 0.016 0.071 0.149
H 3.36472 -4.81522 2.76995 -0.012 0.013 -0.016 0.383
H 0.85249 -1.75069 -3.26229 -0.004 -0.008 0.031 0.111
H -3.71244 3.27941 -1.82279 0.082 0.029 0.017 0.406
H 2.55388 2.08752 -1.39555 -0.017 0.043 0.029 0.182
H 0.68642 -4.97331 2.27466 0.009 0.086 -0.036 0.531
H 2.22814 -1.21405 -4.24969 -0.015 -0.033 0.009 0.496
H 0.83177 3.75198 1.80025 -0.003 0.010 -0.069 0.386
H -2.07719 1.60704 -3.63028 0.005 -0.011 0.025 0.443
H 1.06302 -0.04823 -3.64391 0.024 -0.023 0.016 -0.047
H 4.39042 0.94340 4.84748 -0.020 -0.005 -0.003 0.413
H -1.41347 4.24875 1.83969 0.007 -0.025 -0.075 0.439
H -5.25568 -1.81341 -1.03573 0.016 0.005 0.031 0.513
H -3.27099 -2.89031 -3.76829 0.053 0.012 -0.044 0.348
H 5.60230 0.18553 0.55621 -0.031 -0.013 -0.021 0.248



(2)
73
Properties=species:S:1:pos:R:3:forces:R:3:mulliken_charge:R:1 method="wB97M-V/def2-TZVPD" charge=-1 relative_energy_kj_mol=61.3 e_homo_ev=-5.61 e_lumo_ev=1.87 molar_mass_g_mol=798.5 homo_lumo_gap_ev=7.48
S -0.29163 3.10901 2.30681 0.459 -0.045 1.672 1.164
S 1.40864 4.23910 0.55083 -0.620 1.789 -0.824 1.254
F 8.80218 0.18467 1.77097 -0.230 -0.114 -0.028 -0.201
F 7.30397 -1.78526 0.58833 0.087 0.075 0.171 -0.235
F 10.72973 -0.42090 2.56134 -0.009 -0.134 0.148 -0.279
F -8.72944 -4.31209 -1.18811 0.110 -0.007 0.230 -0.307
F 9.58891 -1.61412 4.69321 0.036 0.301 0.068 -0.335
F 5.42151 -0.91736 -0.08102 -0.086 0.086 0.158 -0.211
F -7.65227 -0.20488 -4.89116 0.036 -0.217 -0.251 -0.351
F 4.43918 -1.03798 2.49169 0.151 -0.145 -0.097 -0.386
F -6.17280 -4.20825 -0.16188 -0.161 -0.116 -0.083 -0.259
F 8.94114 -2.45459 2.79314 0.070 0.110 -0.117 -0.273
F -5.31708 -2.56359 -3.71149 -0.189 -0.100 0.204 -0.214
F -7.19899 -4.18415 -2.70698 0.228 -0.024 0.127 -0.284
F -5.01165 -0.73505 -4.83444 -0.232 0.044 -0.099 -0.242
F -6.84320 -0.32572 -2.87577 0.156 -0.068 -0.023 -0.236
F -5.88660 -2.24533 -1.06110 -0.057 0.003 -0.197 -0.185
F 6.18098 0.22073 2.30090 0.067 0.015 -0.342 -0.296
O 1.70918 5.16000 1.61916 0.291 -0.593 0.802 -0.726
O 1.67163 1.18333 -0.45729 0.622 -0.598 0.094 -0.161
O 1.27446 4.93753 -0.70538 0.006 -0.725 -0.739 -0.781
O 0.78344 2.51218 3.09895 0.229 -0.634 -0.660 -0.719
O 1.68021 -0.66995 -1.72282 -0.164 0.918 1.093 -0.676
O -0.84548 4.25101 2.99485 -0.721 0.295 -0.512 -0.722
O 6.34359 -1.80199 3.26376 0.547 0.126 -0.682 -0.404
O -8.47048 -2.39231 -2.21799 0.809 0.032 0.023 -0.396
N 0.08006 3.35537 0.76326 0.637 -0.136 0.932 -0.270
C -8.33448 -2.00780 -3.58366 -0.613 -0.133 -0.123 -0.776
C -2.06464 1.61388 0.82516 0.440 -0.076 2.075 0.183
C -6.81443 -3.10289 -0.60806 0.253 0.149 0.413 0.184
C -1.37155 0.70282 0.07813 0.258 -0.455 0.003 0.135
C -1.71596 0.50655 -1.23592 0.632 -0.370 0.314 -0.860
C 1.77388 -0.15503 -0.61894 -0.146 -1.269 -1.297 0.742
C 2.87954 3.18386 0.36020 -0.250 -0.687 0.378 -1.176
C 2.66404 1.68384 0.46267 0.825 -0.123 0.233 -0.271
C 8.82906 -1.36705 3.58628 -0.499 -0.551 -0.271 0.893
C 7.37160 -1.24793 4.07923 -0.415 0.001 0.529 -0.731
C 1.96904 -1.05107 0.60123 0.052 0.436 0.405 -0.093
C -7.16655 -1.06921 -3.95259 -0.213 0.090 0.757 0.925
C 5.76844 -1.05625 2.24718 0.064 0.216 1.202 0.831
C -3.10402 2.33659 0.30099 -0.291 0.307 0.328 -0.550
C -7.79316 -3.49147 -1.71945 -0.720 0.173 -0.748 0.781
C -5.91175 -1.70464 -4.55776 0.406 0.096 -0.405 0.131
C -2.74349 1.24814 -1.76206 -0.347 -0.599 -2.347 1.436
C -3.09189 1.05427 -3.23296 0.266 0.444 0.362 -1.589
C -1.63435 1.84940 2.27271 -0.436 0.546 -1.823 -1.298
C 5.99038 -1.68839 0.87101 -0.057 -0.255 -0.426 0.192
C -3.45242 2.14498 -1.01384 -0.463 0.759 0.431 -0.796
C 9.44633 -0.14390 2.90234 0.428 0.277 0.020 0.094
H 7.12936 -0.23447 4.39903 0.117 0.121 -0.255 0.331
H -4.17617 1.04112 -3.35311 0.127 -0.202 -0.181 0.273
H 2.91707 -0.84547 1.10451 -0.360 0.069 -0.200 -0.451
H -4.25894 2.73628 -1.43567 0.031 -0.148 -0.165 0.393
H -3.60565 3.05016 0.94699 -0.084 0.030 -0.189 0.375
H -7.34437 -2.63569 0.22476 -0.123 -0.060 -0.054 0.229
H -9.23571 -1.42682 -3.77762 0.086 0.117 0.091 0.389
H 3.53486 3.46451 1.18968 -0.146 -0.026 -0.030 0.372
H 3.61893 1.21613 0.16857 -0.081 0.159 0.090 0.435
H -2.69909 1.88444 -3.83375 -0.083 -0.032 0.122 0.350
H -0.55530 0.17492 0.55459 -0.058 -0.062 -0.153 0.277
H 9.45070 0.71922 3.57364 -0.065 -0.050 0.066 0.283
H 2.48742 1.36639 1.49503 -0.532 0.258 -0.150 0.347
H 1.17286 -0.87593 1.33376 0.162 0.114 -0.051 0.210
H 3.40596 3.42602 -0.56341 -0.469 0.221 -0.093 0.420
H 7.33092 -1.85005 4.98652 0.080 -0.106 -0.096 0.389
H -2.49976 2.28842 2.76951 0.397 0.044 0.431 0.526
H -1.15188 -0.20557 -1.82928 -0.138 0.097 -0.138 0.281
H -6.14476 -2.23100 -5.48823 -0.132 0.013 0.023 0.263
H 5.55153 -2.68767 0.83197 -0.074 0.035 0.118 0.254
H -2.61342 0.15076 -3.61524 -0.340 -0.048 -0.019 0.302
H -8.39886 -2.86553 -4.25325 0.306 -0.066 0.037 0.341
H 1.95744 -2.10725 0.33710 -0.080 0.197 -0.363 0.344
H -1.30595 0.92908 2.75028 0.217 0.212 0.082 0.416